w:
The following is a DFT calculation (wB97M-V/def2-TZVPD) of CsH6O3 as an isolated structure.

total charge: +1
2S+1: 1
HOMO-LUMO gap: 11.00 eV

Last column: Mulliken charge in e.
Element x y z (Å)
Cs: 0.80 -0.34 0.65  0.8162
O: 0.11 -1.47 -1.09  -0.5952
H: 0.85 -1.55 -1.69  0.3494
H: -0.55 -2.06 -1.45  0.2946
O: 0.88 1.92 0.65  -0.6447
H: 1.69 2.43 0.76  0.3195
H: 0.86 1.71 -0.29  0.3700
O: -1.36 0.13 0.80  -0.7363
H: -1.62 -0.45 0.08  0.4350
H: -1.67 -0.32 1.59  0.3916

---

x:
The following is a DFT calculation (wB97M-V/def2-TZVPD) of CsH6O3 as an isolated structure.

total charge: +1
2S+1: 1
HOMO-LUMO gap: 11.96 eV

Last column: Mulliken charge in e.
Element x y z (Å)
Cs: -0.17 0.96 0.48  1.0060
O: 2.72 1.91 -0.51  -0.6353
H: 3.30 1.59 -1.20  0.3276
H: 1.98 2.34 -0.96  0.3063
O: -2.95 -0.17 1.13  -0.6618
H: -3.09 0.72 0.85  0.3216
H: -2.88 -0.71 0.38  0.3350
O: 0.15 -2.01 0.28  -0.6701
H: 1.08 -2.21 0.11  0.3322
H: -0.12 -2.42 -0.57  0.3385

---

The winner here is x, beating the second structure by 4.835 eV.

---

w:
The following is a DFT calculation (wB97M-V/def2-TZVPD) of C40H43FIrN4OP2S2Se as an isolated structure.

total charge: +1
2S+1: 1
HOMO-LUMO gap: 6.42 eV

Last column: Mulliken charge in e.
Element x y z (Å)
Ir: -1.70 -0.39 -0.17  2.5984
C: 4.77 4.01 0.96  -0.7349
S: 5.28 3.33 -0.63  -0.1154
C: 4.68 1.63 -0.43  -1.0132
C: 3.16 1.53 -0.54  0.5112
C: 2.68 0.12 -0.21  -1.0884
N: 1.21 0.00 -0.23  0.7359
P: 0.29 -0.69 1.01  0.6414
C: 0.73 -2.46 1.04  0.6995
C: 2.05 -2.89 1.26  -0.5279
C: 2.34 -4.24 1.30  -1.0089
C: 1.33 -5.18 1.11  -0.7471
C: 0.03 -4.76 0.87  -1.0969
C: -0.27 -3.40 0.84  -0.4524
C: 1.05 0.02 2.48  0.9804
C: 1.18 1.41 2.54  -0.5272
C: 1.68 2.02 3.68  -1.2129
C: 2.02 1.24 4.78  -0.6208
C: 1.84 -0.13 4.75  -0.7989
C: 1.34 -0.75 3.61  -0.9789
P: 0.23 -0.06 -1.58  0.7941
C: 1.26 -0.89 -2.79  0.6069
C: 1.38 -2.28 -2.68  -0.2155
C: 2.21 -2.98 -3.54  -0.8303
C: 2.93 -2.29 -4.50  -0.7099
C: 2.81 -0.91 -4.62  -0.8426
C: 1.97 -0.21 -3.77  -0.5420
C: 0.01 1.60 -2.26  1.3500
C: -0.56 1.71 -3.53  -0.7918
C: -0.88 2.96 -4.05  -0.7993
C: -0.67 4.10 -3.29  -0.9346
C: -0.13 4.00 -2.02  -0.3358
C: 0.20 2.75 -1.51  -1.7005
H: 5.18 5.02 1.01  0.3842
H: 5.19 3.42 1.78  0.2554
H: 3.69 4.06 1.05  0.1386
H: 5.03 1.26 0.53  0.3606
H: 5.17 1.06 -1.23  0.4367
H: 2.86 1.80 -1.55  0.2184
H: 2.70 2.23 0.16  -0.3669
H: 3.01 -0.13 0.80  0.6169
H: 3.12 -0.59 -0.91  0.4679
H: 2.84 -2.17 1.42  0.4234
H: 3.36 -4.57 1.48  0.4591
H: 1.56 -6.24 1.15  0.4533
H: -0.75 -5.49 0.71  0.4083
H: -1.28 -3.07 0.64  0.6588
H: 0.87 2.01 1.69  0.5042
H: 1.80 3.09 3.71  0.5446
H: 2.42 1.71 5.67  0.4242
H: 2.08 -0.73 5.62  0.4545
H: 1.20 -1.82 3.59  0.5214
H: 0.81 -2.81 -1.92  0.3112
H: 2.30 -4.05 -3.45  0.4836
H: 3.60 -2.83 -5.17  0.3922
H: 3.38 -0.38 -5.37  0.4669
H: 1.88 0.87 -3.88  0.3906
H: -0.74 0.82 -4.12  0.6336
H: -1.28 3.04 -5.05  0.4928
H: -0.94 5.07 -3.69  0.4150
H: 0.02 4.89 -1.42  0.5055
H: 0.64 2.67 -0.52  0.7769
F: -3.39 3.91 4.03  -0.3593
C: -3.01 2.98 3.13  -0.0745
C: -2.24 3.36 2.05  -0.7446
C: -1.86 2.39 1.14  0.1791
C: -2.25 1.05 1.25  0.0359
C: -3.04 0.73 2.35  -0.1830
C: -3.41 1.67 3.31  -0.8394
H: -1.98 4.40 1.92  0.5214
H: -1.25 2.70 0.30  0.3528
H: -3.40 -0.28 2.50  0.0831
H: -4.00 1.40 4.17  0.5031
Se: -3.42 -3.71 -3.29  -0.1385
C: -2.52 -2.65 -2.19  0.0622
N: -1.90 -1.96 -1.50  -0.6508
C: -2.80 -2.98 3.40  -0.6418
S: -3.96 -2.60 2.08  0.2225
C: -4.34 -4.29 1.65  -0.8129
O: -3.11 -2.10 0.94  -0.7099
H: -3.36 -3.27 4.29  0.5087
H: -2.23 -2.07 3.60  0.1470
H: -2.14 -3.78 3.08  0.1791
H: -4.78 -4.77 2.52  0.4541
H: -3.42 -4.78 1.34  0.1467
H: -5.05 -4.28 0.83  0.3920
N: -3.93 1.24 -3.52  0.1371
C: -4.16 2.31 -2.69  -0.9514
C: -3.58 1.99 -1.51  -0.2744
N: -2.99 0.75 -1.61  0.1069
C: -3.23 0.32 -2.84  -0.6882
H: -4.25 1.14 -4.47  0.2144
H: -4.71 3.18 -3.00  0.3933
H: -3.54 2.56 -0.60  0.5426
H: -2.92 -0.62 -3.25  0.3625

---

x:
The following is a DFT calculation (wB97M-V/def2-TZVPD) of C40H43FIrN4OP2S2Se as an isolated structure.

total charge: +1
2S+1: 1
HOMO-LUMO gap: 7.28 eV

Last column: Mulliken charge in e.
Element x y z (Å)
Ir: 0.71 0.14 -1.48  2.6370
C: -0.52 -1.78 6.24  -0.7769
S: -1.88 -2.70 5.51  -0.1127
C: -2.36 -1.55 4.20  -1.0244
C: -1.38 -1.52 3.04  0.1235
C: -1.76 -0.44 2.04  -0.8998
N: -0.82 -0.30 0.92  0.8431
P: -0.21 1.17 0.29  -0.2952
C: -1.63 2.24 -0.10  1.4999
C: -2.54 2.65 0.88  -0.6856
C: -3.64 3.43 0.55  -0.8881
C: -3.83 3.82 -0.77  -0.7663
C: -2.93 3.44 -1.75  -1.0522
C: -1.83 2.65 -1.42  -0.8754
C: 0.58 1.97 1.69  1.4201
C: 1.39 1.21 2.55  -0.3406
C: 2.05 1.82 3.60  -1.1471
C: 1.93 3.19 3.79  -0.7610
C: 1.15 3.95 2.94  -0.8262
C: 0.47 3.34 1.89  -1.1547
P: -0.64 -1.30 -0.44  1.5787
C: -2.34 -1.73 -0.88  1.1556
C: -3.20 -0.76 -1.41  0.0193
C: -4.54 -1.06 -1.60  -1.1425
C: -5.03 -2.31 -1.27  -0.6820
C: -4.19 -3.27 -0.72  -0.9022
C: -2.84 -2.99 -0.53  -1.0196
C: 0.16 -2.88 -0.05  1.3416
C: 0.18 -3.87 -1.03  -0.9945
C: 0.89 -5.04 -0.83  -0.8652
C: 1.58 -5.23 0.37  -0.8775
C: 1.55 -4.26 1.35  -0.6521
C: 0.85 -3.08 1.14  -1.2405
H: -0.20 -2.34 7.12  0.3678
H: -0.85 -0.79 6.56  0.2664
H: 0.33 -1.69 5.57  0.1834
H: -2.47 -0.56 4.64  0.3729
H: -3.34 -1.88 3.87  0.4409
H: -1.37 -2.50 2.55  0.2939
H: -0.37 -1.33 3.41  -0.0684
H: -1.77 0.53 2.56  0.4138
H: -2.76 -0.62 1.65  0.3946
H: -2.40 2.38 1.92  0.4179
H: -4.34 3.73 1.31  0.4487
H: -4.69 4.43 -1.03  0.4323
H: -3.08 3.73 -2.78  0.4730
H: -1.14 2.34 -2.18  0.7626
H: 1.49 0.15 2.38  0.4105
H: 2.67 1.23 4.26  0.5457
H: 2.46 3.66 4.61  0.4227
H: 1.06 5.02 3.10  0.4480
H: -0.14 3.94 1.23  0.5090
H: -2.82 0.22 -1.66  0.2366
H: -5.19 -0.31 -2.02  0.4881
H: -6.07 -2.54 -1.42  0.4178
H: -4.58 -4.24 -0.45  0.4748
H: -2.20 -3.74 -0.09  0.4082
H: -0.36 -3.73 -1.96  0.6335
H: 0.89 -5.81 -1.59  0.4763
H: 2.12 -6.15 0.53  0.4310
H: 2.07 -4.41 2.28  0.4864
H: 0.82 -2.32 1.91  0.4630
F: 6.18 0.77 1.43  -0.3717
C: 4.99 0.61 0.82  -0.2038
C: 4.33 -0.59 0.92  -0.4360
C: 3.10 -0.72 0.29  0.0363
C: 2.50 0.31 -0.45  -0.4603
C: 3.24 1.49 -0.54  0.3763
C: 4.47 1.66 0.09  -0.7171
H: 4.77 -1.41 1.47  0.5270
H: 2.60 -1.67 0.36  0.5274
H: 2.86 2.33 -1.11  -0.1358
H: 5.01 2.59 0.02  0.4976
Se: -2.04 0.08 -5.58  -0.1306
C: -1.29 0.12 -3.98  0.1750
N: -0.81 0.13 -2.91  -1.1024
C: 1.27 4.58 -2.15  -0.5750
S: 1.83 3.30 -3.27  0.2856
C: 0.94 3.83 -4.73  -0.9124
O: 1.09 2.05 -2.85  -0.7650
H: 1.80 5.51 -2.38  0.5218
H: 1.52 4.25 -1.14  0.0754
H: 0.19 4.72 -2.24  0.1720
H: 1.28 4.83 -5.00  0.4659
H: -0.12 3.82 -4.51  0.2383
H: 1.17 3.13 -5.52  0.3737
N: 1.91 -2.88 -4.29  0.0141
C: 3.08 -2.84 -3.58  -0.8111
C: 2.91 -1.87 -2.64  -0.2997
N: 1.65 -1.33 -2.77  0.1053
C: 1.07 -1.96 -3.78  -0.6097
H: 1.71 -3.47 -5.08  0.2216
H: 3.92 -3.47 -3.80  0.4229
H: 3.60 -1.53 -1.89  0.4482
H: 0.09 -1.78 -4.18  0.3584

---

The winner here is x, beating the second structure by 1.678 eV.

---

w:
The following is a DFT calculation (wB97M-V/def2-TZVPD) of an isolated molecule of C5H14O2SSi.

2S+1: 1
HOMO-LUMO gap: 9.41 eV
SMILES string: CCS(=O)(=O)[Si](C)(C)C

Last column: Mulliken charge in e.
Element x y z (Å)
C: -2.35 0.46 2.51  -0.8273
C: 2.60 -0.48 -0.70  -1.1034
C: -0.09 -1.58 -1.77  -1.0661
C: 0.15 1.57 -1.39  -1.1769
C: -1.51 -0.64 1.86  -0.6913
O: 1.06 -1.44 1.97  -0.7078
O: 0.72 1.09 1.76  -0.6655
Si: 0.85 -0.20 -0.95  0.4963
S: 0.26 -0.27 1.41  0.8933
H: -3.24 0.95 2.10  0.3035
H: -2.53 0.12 3.54  0.2677
H: -1.51 1.21 2.59  0.2478
H: 3.15 0.45 -0.87  0.3101
H: 2.60 -0.85 0.30  0.3691
H: 3.21 -1.12 -1.32  0.4050
H: 0.46 -1.55 -2.73  0.3506
H: 0.06 -2.57 -1.40  0.3966
H: -1.07 -1.24 -2.23  0.3117
H: 0.07 1.83 -2.41  0.4343
H: -0.78 1.72 -0.95  0.3682
H: 0.86 2.29 -0.90  0.2873
H: -1.91 -0.94 0.93  0.3844
H: -1.38 -1.44 2.61  0.4123

---

x:
The following is a DFT calculation (wB97M-V/def2-TZVPD) of a 2-piece molecular cluster, C5H14O2SSi overall.

2S+1: 1
HOMO-LUMO gap: 8.46 eV

Last column: Mulliken charge in e.
Element x y z (Å)
C: 5.17 -0.35 0.29  -0.9069
C: -5.37 0.94 0.00  -0.8431
C: -2.17 1.21 -0.29  -0.9856
C: -3.17 -1.51 0.48  -0.9768
C: 3.79 -0.92 -0.21  -0.4803
O: 1.22 -0.41 0.14  -0.4643
O: 2.81 1.18 -1.13  -0.5203
Si: -3.77 0.26 0.08  0.5148
S: 2.45 0.26 0.30  0.5308
H: 6.04 -1.00 0.17  0.3495
H: 5.49 0.65 -0.26  0.2402
H: 5.06 -0.17 1.42  0.2554
H: 1.98 1.59 -1.56  0.3121
H: -5.55 2.02 -0.03  0.2283
H: -6.34 0.54 0.34  0.2720
H: -2.25 2.17 0.30  0.3195
H: -1.37 0.74 0.23  0.2002
H: -1.95 1.39 -1.28  0.3785
H: -3.37 -1.68 1.61  0.2842
H: -3.91 -2.28 0.12  0.3156
H: -2.08 -1.70 0.45  0.2988
H: 3.61 -1.91 0.15  0.3970
H: 3.69 -1.02 -1.31  0.2803

---

The winner here is w, beating the second structure by 1.986 eV.